--- one ---
Formula: CH2N2O3
Source: the Open Molecules 2025 dataset
Level of theory: ωB97M-V/def2-TZVPD

Last column: Löwdin charge in e.
Geometry (Å):
1 C -0.476 0.192 0.948  0.14
2 N -0.816 -1.211 -1.587  0.15
3 N 0.749 0.372 0.378  -0.48
4 O 0.724 0.725 -0.836  -0.04
5 O -0.129 -0.550 -2.142  0.05
6 O 1.778 0.275 0.979  0.04
7 H -1.277 0.110 0.227  0.05
8 H -0.553 0.086 2.032  0.10

The charge is 0. The molar mass comes out at 90.038 Da.

=====

--- two ---
Formula: CH2N2O3
Source: the Open Molecules 2025 dataset
Level of theory: ωB97M-V/def2-TZVPD

Last column: Löwdin charge in e.
Geometry (Å):
1 C -1.465 -0.135 0.019  -0.48
2 N -1.865 0.968 0.063  0.21
3 N 1.145 0.163 -0.030  -0.16
4 O -1.042 -1.194 -0.093  0.13
5 O 1.796 -0.937 -0.215  0.01
6 O 1.846 1.136 -0.335  0.00
7 H 1.285 -1.824 0.016  0.18
8 H -1.699 1.824 0.575  0.10

As for the SMILES: N=C=O.O=NO. The charge is 0. The molar mass comes out at 90.038 Da.

=====

--- three ---
Formula: CH2N2O3
Source: the Open Molecules 2025 dataset
Level of theory: ωB97M-V/def2-TZVPD

Last column: Löwdin charge in e.
Geometry (Å):
1 C -0.703 1.095 -0.054  -0.30
2 N 1.640 0.050 0.353  -0.05
3 N -1.110 -0.042 0.052  0.16
4 O -0.410 2.213 -0.315  0.19
5 O 1.774 -0.795 -0.819  -0.11
6 O 1.080 -1.273 0.333  -0.17
7 H -0.198 -0.983 0.230  0.15
8 H -2.073 -0.266 0.219  0.13

The charge is 0. The molar mass comes out at 90.038 Da.

=====

--- four ---
Formula: CH2N2O3
Source: the Open Molecules 2025 dataset
Level of theory: ωB97M-V/def2-TZVPD

Last column: Löwdin charge in e.
Geometry (Å):
1 C -1.610 -0.690 -0.651  -0.48
2 N 0.459 0.223 -0.396  -0.20
3 N 0.952 0.426 0.860  0.07
4 O -1.699 -0.998 0.466  0.16
5 O 1.062 0.706 -1.309  0.01
6 O -1.434 -0.599 -1.788  0.19
7 H 1.887 0.882 1.214  0.16
8 H 0.383 0.050 1.604  0.08

As for the SMILES: O=C=O.NN=O. The charge is 0. The molar mass comes out at 90.038 Da.

=====

Which structure is the most stable? The one labeled four.

=====

--- one ---
Formula: C2H6N2O
Source: the Open Molecules 2025 dataset
Level of theory: ωB97M-V/def2-TZVPD

Last column: Löwdin charge in e.
Geometry (Å):
1 O -1.324 0.096 -1.367  0.01
2 C -1.087 -0.789 -0.580  -0.33
3 N -0.380 -0.612 0.682  0.01
4 C 0.484 0.656 0.752  -0.28
5 N 1.877 0.504 0.346  -0.01
6 H -1.570 -1.808 -0.622  0.13
7 H 0.165 -1.373 0.973  0.07
8 H 0.074 1.506 -0.066  0.16
9 H 0.367 1.133 1.806  0.13
10 H 2.467 0.698 1.168  0.07
11 H 2.224 0.629 -0.556  0.04

As for the SMILES: NCNC=O. The charge is 0. The molar mass comes out at 74.083 Da.

=====

--- two ---
Formula: C2H6N2O
Source: the Open Molecules 2025 dataset
Level of theory: ωB97M-V/def2-TZVPD

Last column: Löwdin charge in e.
Geometry (Å):
1 N -0.213 1.468 -1.106  0.00
2 C -0.939 0.563 -0.156  -0.16
3 C 0.027 -0.549 0.452  -0.46
4 N 0.760 -1.287 -0.454  0.12
5 O 0.279 -0.450 1.679  0.01
6 H -0.169 2.417 -0.836  0.04
7 H 0.040 1.282 -2.081  0.07
8 H -1.353 1.035 0.670  0.08
9 H -1.814 0.029 -0.645  0.12
10 H 1.138 -0.817 -1.313  0.11
11 H 1.577 -1.693 -0.086  0.07

As for the SMILES: NCC(N)=O. The charge is 0. The molar mass comes out at 74.083 Da.

=====

--- three ---
Formula: C2H6N2O
Source: the Open Molecules 2025 dataset
Level of theory: ωB97M-V/def2-TZVPD

Last column: Löwdin charge in e.
Geometry (Å):
1 C -0.028 -0.683 -0.676  -0.26
2 N 0.614 -1.580 0.127  0.03
3 C -1.105 -0.042 -0.280  -0.25
4 O 1.207 1.974 0.682  -0.10
5 N -2.202 0.309 -0.016  0.12
6 H 1.611 2.188 -0.172  0.03
7 H 0.481 -0.406 -1.592  0.12
8 H 0.352 -1.523 1.110  0.10
9 H 1.624 -1.592 0.010  0.09
10 H -2.779 -0.484 0.293  0.09
11 H 0.224 1.839 0.513  0.04

As for the SMILES: N=C=CN.O. The charge is 0. The molar mass comes out at 74.083 Da.

=====

Which structure is the most stable? The one labeled two.

=====

--- one ---
Formula: C2H6N2O
Source: the Open Molecules 2025 dataset
Level of theory: ωB97M-V/def2-TZVPD

Last column: Löwdin charge in e.
Geometry (Å):
1 C -0.114 -0.501 -1.715  -0.15
2 N 0.204 -1.721 -1.603  0.01
3 H 0.161 -0.030 -2.660  0.06
4 H -0.917 0.042 -1.198  0.06
5 H -0.332 -2.215 -0.884  0.04
6 C 0.178 1.095 1.181  -0.41
7 N 0.456 -0.239 1.412  0.11
8 O -0.818 1.493 0.630  0.01
9 H 0.835 1.786 1.748  0.13
10 H 0.514 -0.909 0.659  0.05
11 H 1.174 -0.263 2.121  0.08

As for the SMILES: NC=O.C=N. The charge is 0. The molar mass comes out at 74.083 Da.

=====

--- two ---
Formula: C2H6N2O
Source: the Open Molecules 2025 dataset
Level of theory: ωB97M-V/def2-TZVPD

Last column: Löwdin charge in e.
Geometry (Å):
1 O 0.191 0.432 2.322  0.02
2 C 0.941 -0.016 1.485  -0.37
3 N 0.730 -0.046 0.128  0.02
4 C -0.575 0.372 -0.375  -0.30
5 N -1.185 -0.488 -1.358  0.01
6 H 1.876 -0.491 1.832  0.13
7 H 1.567 0.090 -0.415  0.12
8 H -1.237 0.505 0.480  0.11
9 H -0.531 1.419 -0.706  0.12
10 H -0.790 -0.320 -2.280  0.06
11 H -0.988 -1.456 -1.113  0.07

As for the SMILES: NCNC=O. The charge is 0. The molar mass comes out at 74.083 Da.

=====

Which structure is the most stable? The one labeled two.